Record 1
Here is a structure of composition C28H52ClF7N5O7P2S from OMol25. Energies are from wB97M-V/def2-TZVPD.

XYZ file:
```
103
Properties=species:S:1:pos:R:3:forces:R:3
C 1.80541 1.76070 4.32878 0.0 -0.2 -0.2
C 1.71068 0.48246 3.50250 -0.4 0.2 -0.1
C 0.31673 0.30151 2.91309 0.0 0.0 0.2
O 0.39529 -0.28496 1.61903 0.2 -0.3 -0.2
C -0.82520 -0.86246 1.24615 0.6 0.3 0.2
C -0.89623 -1.48815 -0.15232 0.0 0.0 -0.8
O -2.20993 -2.02227 -0.29953 0.1 -0.1 0.3
C -3.28002 -1.77236 0.60757 -0.5 0.0 0.2
C -4.53645 -2.43744 0.04729 0.1 0.4 -0.2
C -5.78048 -1.57782 0.26792 -0.2 -0.3 0.1
C -0.76734 -0.41425 -1.35110 -0.8 -0.7 0.6
C 0.29979 0.61764 -1.00431 -0.2 0.0 -0.4
C 1.04534 1.55089 -1.99618 0.8 0.8 0.9
N 0.35836 2.66550 -2.57347 -0.2 -0.3 -0.2
N 2.14260 2.17023 -1.18894 -0.1 -0.5 -0.3
N 1.64016 0.72937 -3.03033 -0.3 -0.4 -0.3
O -2.05502 -0.02015 -1.69151 0.3 0.1 -0.1
C -2.53145 1.32089 -1.59226 -0.5 0.4 0.1
C -2.86035 1.82191 -0.19879 -0.1 0.3 -0.2
N -0.30287 -1.31720 -2.53538 1.3 0.4 -0.6
C -0.99742 -1.09085 -3.85076 -0.2 -0.5 0.0
C -0.95317 0.30239 -4.43392 0.4 0.3 -0.7
O -0.26931 0.56009 -5.39611 -0.4 -0.1 0.6
C -0.12065 -2.80970 -2.15830 -0.5 0.1 0.4
C -1.40625 -3.52664 -2.66157 -0.6 -0.3 -0.1
C -1.53738 -5.04533 -2.65983 0.3 -0.5 -0.8
N -1.26952 -5.68697 -3.72360 -0.3 0.4 0.5
C 1.04557 -3.48097 -3.00485 -0.2 0.0 0.0
F 1.33604 -4.64743 -2.40719 -0.1 0.0 0.2
F 0.53276 -3.76072 -4.22261 0.3 0.0 -0.1
C 2.39005 -2.76678 -3.33900 -0.3 0.0 -0.5
F 2.77611 -1.95640 -2.34745 0.0 0.3 0.3
F 2.19469 -2.01330 -4.44812 0.1 0.0 0.3
C 3.55967 -3.74271 -3.62971 -0.1 0.1 0.1
F 3.95941 -4.32912 -2.51246 0.1 -0.1 0.2
F 4.56378 -3.02842 -4.11719 0.3 0.1 -0.1
F 3.20144 -4.65673 -4.51024 -0.1 -0.2 -0.2
C 0.01270 -2.74278 -0.56633 -0.2 0.2 0.7
P -0.85886 -4.19152 0.28752 0.3 -0.9 -0.4
S 0.11838 -5.86563 0.29448 0.0 0.2 0.0
P 1.80534 -3.09195 0.18046 -0.2 -0.1 -0.2
O 2.42478 -1.58680 0.18970 0.0 0.3 -0.1
Cl 1.36655 -3.22370 2.21666 0.0 0.1 0.0
H 1.04071 1.77910 5.10245 0.0 0.0 0.1
H 2.77832 1.82353 4.80867 0.0 0.1 0.1
H 1.67175 2.62477 3.67805 0.0 0.1 0.0
H 1.93683 -0.37776 4.12841 0.2 -0.1 -0.1
H 2.41056 0.52655 2.66737 0.1 -0.1 0.0
H -0.19692 1.26897 2.84849 0.0 0.1 -0.1
H -0.28710 -0.33566 3.56724 -0.1 0.0 0.0
H -1.08900 -1.61834 1.98817 -0.1 -0.1 0.0
H -1.58429 -0.07411 1.27189 -0.2 -0.2 0.0
H -3.06265 -2.18494 1.59558 0.1 0.0 0.0
H -3.47009 -0.70633 0.73444 0.1 0.0 -0.2
H -4.37565 -2.53733 -1.02652 -0.1 -0.2 -0.1
H -4.68009 -3.42499 0.47838 0.1 -0.1 0.0
H -6.67815 -2.19104 0.20962 0.0 0.0 -0.1
H -5.78410 -1.11840 1.25587 0.0 0.1 0.0
H -5.86863 -0.80690 -0.49401 0.1 0.2 0.0
H 1.09185 0.01392 -0.57801 0.2 -0.1 0.2
H -0.06394 1.20945 -0.17086 -0.1 0.1 0.0
H 0.00532 2.55427 -3.50799 -0.1 -0.1 0.0
H -0.27429 3.14278 -1.95189 0.0 0.2 0.0
H 2.67320 1.43889 -0.72099 0.0 0.0 0.1
H 1.74902 2.74021 -0.44632 -0.1 0.2 -0.1
H 2.61440 0.57485 -2.81057 0.2 0.0 0.0
H 1.62056 1.21982 -3.91592 0.1 0.0 -0.1
H -3.46421 1.30872 -2.15703 0.0 -0.1 -0.1
H -1.89497 2.02800 -2.10585 0.4 -0.1 0.0
H -2.05279 1.71048 0.51776 0.1 0.0 0.0
H -3.04765 2.89411 -0.28080 0.0 0.0 0.0
H -3.77798 1.37541 0.18046 0.1 -0.1 0.1
H 0.64649 -0.91670 -2.73000 0.0 0.2 0.0
H -0.51794 -1.74758 -4.57172 0.1 0.1 0.0
H -2.03447 -1.39576 -3.75318 -0.1 0.2 0.1
H -1.64856 1.04672 -4.03264 -0.1 0.0 0.2
H -2.25987 -3.10277 -2.13560 0.1 0.0 0.1
H -1.55303 -3.29260 -3.70935 0.2 -0.1 0.1
H -1.94507 -5.54731 -1.78942 0.0 0.0 0.1
H -1.46716 -6.67838 -3.60415 0.0 -0.1 0.0
H -1.17691 -3.66911 1.53907 -0.1 0.2 0.0
H -2.09556 -4.33656 -0.32122 -0.2 0.2 0.1
H 3.11727 -1.52253 0.85946 0.1 0.1 0.0
C -1.20967 6.75918 -2.17457 -0.1 -0.2 0.1
C -0.19179 6.02256 -1.34388 0.1 0.2 0.0
O -0.45619 4.97132 -0.79913 -0.1 -0.2 0.0
C 1.17001 6.64952 -1.22095 0.0 -0.1 0.1
H -2.14784 6.20969 -2.18553 0.0 0.0 0.0
H -1.37982 7.75351 -1.76028 0.1 0.0 -0.1
H -0.84331 6.87507 -3.19564 0.0 0.1 0.0
H 1.08599 7.64057 -0.77281 0.0 0.0 -0.1
H 1.61825 6.75840 -2.20938 0.0 0.1 0.0
H 1.80959 6.02494 -0.60324 0.0 0.0 0.0
C 4.14194 1.15403 9.12858 -0.1 -0.1 -0.1
C 3.16105 1.86234 8.22743 0.1 0.0 0.1
O 2.32138 1.25809 7.60202 0.0 0.0 -0.1
C 3.27926 3.36528 8.14640 -0.1 0.0 -0.1
H 3.95598 0.08364 9.10286 0.0 0.0 0.0
H 5.16338 1.35312 8.80083 0.0 0.1 0.1
H 4.03702 1.51506 10.15257 0.1 0.1 0.0
H 4.26973 3.64411 7.78342 0.0 0.0 0.1
H 3.14352 3.80532 9.13517 0.1 0.0 0.0
H 2.52258 3.75671 7.47103 0.0 0.0 0.0
```
Positions in Å, forces in eV/Å.

Properties
**Energy**: -112612.4070 eV
**Energy above the lowest of the compared OMol25 structures with the same formula, charge and spin**: 0.00 kJ/mol
**Net charge**: +1
**E_HOMO**: -11.06 eV


Record 2
Here is the molecule C3H2N2O2 from OMol25. Energies are from wB97M-V/def2-TZVPD.

XYZ file:
```
9
Properties=species:S:1:pos:R:3:forces:R:3
C -0.32912 -1.01058 -0.04165 -2.4 -3.5 1.0
C 0.65016 1.17385 -0.26915 -0.8 -3.1 1.6
C 1.09387 -0.36382 -0.07661 3.8 0.6 1.5
H -2.31074 -0.09764 0.16608 3.0 0.4 0.4
H 1.21820 2.09275 -0.18008 0.2 -0.2 -0.8
N -1.24701 0.01737 0.41681 1.1 -0.3 -2.9
N -0.61905 1.23961 -0.04638 -0.6 0.4 0.8
O -0.68398 -2.18787 -0.21578 1.5 3.4 0.2
O 2.22768 -0.86367 0.24675 -5.8 2.2 -1.9
```
Positions in Å, forces in eV/Å.

Properties
**SMILES**: O=C1C=NNC1=O
**Energy**: -10215.5902 eV
**Energy above the lowest of the compared OMol25 structures with the same formula, charge and spin**: 250.75 kJ/mol
**E_HOMO**: -9.98 eV


Record 3
Here is a structure of composition C39H86AsBF10N11O3 from OMol25. Energies are from wB97M-V/def2-TZVPD.

XYZ file:
```
151
Properties=species:S:1:pos:R:3:forces:R:3
As -0.00830 -0.37761 0.68557 -1.0 -0.8 1.2
F 0.42723 0.90852 1.84389 -0.7 -0.6 -1.1
F -0.25331 0.76863 -0.62271 0.2 -0.2 0.4
F -0.31970 -1.73605 -0.50069 0.8 1.2 1.5
F 0.06493 -1.50543 2.15282 0.7 1.1 -2.6
F -1.80657 -0.31683 0.99115 2.6 0.2 -0.3
F 1.77408 -0.36198 0.23831 -1.8 -0.7 0.6
C 7.74790 4.51733 2.07412 0.4 -1.4 0.6
C 7.12128 4.02514 0.76425 0.0 1.1 -0.5
N 6.42280 2.73707 0.79399 -1.4 -2.9 4.3
C 5.89259 1.95730 -0.17736 -1.3 -2.0 0.4
C 5.13158 0.88635 0.43181 1.2 2.1 -0.5
N 5.21949 1.04759 1.81355 1.7 2.4 -0.5
C 6.04961 2.13975 1.98371 -0.7 -0.2 -0.3
C 4.62405 0.22772 2.95169 0.1 0.3 -1.1
H 8.38902 5.39089 1.95595 -0.3 0.0 -0.4
H 8.38335 3.73424 2.48771 0.5 -0.1 -0.3
H 7.10310 4.67403 2.93886 -0.7 0.5 -0.5
H 7.85404 3.93468 -0.03762 0.1 0.2 0.1
H 6.34428 4.72296 0.45215 0.2 0.2 -0.2
H 6.19287 2.19976 -1.18604 -0.5 -0.4 -0.2
H 4.53968 0.09474 -0.00341 0.1 0.1 -0.1
H 6.35522 2.48900 2.95892 0.0 0.0 -0.1
H 4.57305 -0.77753 2.53339 0.3 -0.1 0.6
H 3.61192 0.50528 3.24607 -0.1 0.5 -0.7
H 5.19593 0.35857 3.87034 0.5 -0.3 -0.5
C 1.44475 -4.77205 -2.06681 0.9 0.3 0.4
C 1.47017 -5.72888 -0.85292 -1.3 -1.3 -1.8
N 2.15638 -5.31150 0.31317 4.2 1.7 1.5
C 1.60696 -4.96224 1.48578 0.3 0.6 2.4
C 2.59861 -4.64661 2.41486 0.5 0.0 -1.9
N 3.83935 -4.76787 1.74269 -3.5 -0.8 -1.9
C 3.55031 -5.16289 0.45533 -1.5 -0.2 1.5
C 5.12948 -4.55460 2.31959 2.1 0.2 0.2
H 0.83628 -5.11702 -2.90279 0.3 -0.6 0.1
H 2.47714 -4.60741 -2.37529 0.0 -0.2 -0.5
H 1.06863 -3.76430 -1.89053 -0.2 0.0 0.8
H 1.91192 -6.70636 -1.04646 0.1 0.1 -0.9
H 0.45107 -6.03415 -0.61555 0.0 0.4 0.6
H 0.53778 -4.99576 1.63461 0.0 0.0 0.1
H 2.58875 -4.23200 3.41206 -0.3 -0.3 -0.1
H 4.29409 -5.46652 -0.26648 -0.1 0.1 -0.1
H 5.48102 -3.52474 2.25710 -0.4 0.2 -0.2
H 5.89610 -5.13338 1.80440 -0.2 -0.2 -0.2
H 5.23397 -4.83387 3.36802 -0.7 -0.2 -0.1
C 2.17032 3.98619 -0.18517 1.4 0.2 -0.4
C 2.89585 3.73630 1.12310 -0.6 -1.4 1.2
N 2.25630 4.45577 2.26743 -2.4 -0.7 0.5
C 2.81217 5.22912 3.20724 0.6 2.2 1.3
C 1.80927 5.76463 3.99949 1.9 0.1 0.4
N 0.65021 5.20387 3.62923 -0.2 -1.3 0.3
C 0.93190 4.35140 2.63016 -0.3 0.3 -1.3
C -0.60101 5.34799 4.44085 -0.8 0.3 -0.7
H 2.22959 5.05816 -0.37350 -1.2 0.2 0.2
H 1.24566 3.41495 -0.26763 -0.3 0.7 0.2
H 2.75007 3.67782 -1.05517 0.4 -0.7 0.2
H 3.97764 3.86947 1.13412 -0.2 0.8 -0.1
H 2.79283 2.70693 1.46641 -0.1 -0.4 -0.5
H 3.87597 5.39297 3.29609 -0.1 0.2 -0.2
H 1.82000 6.43723 4.84443 0.4 0.0 -0.1
H 0.17325 3.77456 2.12211 0.1 -0.1 0.0
H -1.22153 6.12817 3.99998 0.0 -0.2 -0.4
H -0.50583 5.71522 5.46271 1.2 -0.3 -0.1
H -1.15455 4.41045 4.49288 0.3 0.0 -0.3
C 3.36409 0.27702 -3.51032 -0.4 0.5 0.1
C 1.95026 -0.01520 -2.98568 1.1 -0.1 0.9
N 0.97341 0.35796 -3.98102 -1.9 1.2 -1.7
C 0.13727 -0.51238 -4.60335 -0.8 -1.0 -1.7
C -0.53890 0.11459 -5.66222 0.8 -0.7 1.6
N -0.14525 1.41059 -5.61846 2.1 0.3 2.0
C 0.74562 1.54936 -4.57173 -0.5 0.1 -0.9
C -0.52784 2.49539 -6.49794 -1.3 1.7 -0.1
H 3.40625 1.34732 -3.71221 0.2 0.1 -0.1
H 3.58625 -0.23003 -4.44928 0.0 -0.2 0.1
H 4.13712 0.06444 -2.77185 -0.1 -0.2 0.0
H 1.72856 0.48781 -2.04445 0.1 0.3 -0.1
H 1.82012 -1.06550 -2.72480 -0.2 -0.1 -0.4
H 0.16276 -1.55032 -4.30599 -0.1 0.1 -0.2
H -1.27952 -0.21034 -6.37797 0.2 -0.2 0.1
H 1.09761 2.51141 -4.22971 0.3 -0.2 -0.2
H -1.61313 2.59613 -6.50671 -0.1 -0.5 -0.3
H -0.16715 2.51852 -7.52626 0.3 -0.8 0.2
H -0.26747 3.47022 -6.08562 0.6 -0.3 0.3
C -4.32812 -3.38344 -1.99153 -1.0 -1.3 -1.3
N -3.09464 -3.00667 -2.76253 0.8 1.0 0.7
C -2.91759 -1.52001 -2.46786 0.6 -1.1 0.3
C -1.92117 -3.78038 -2.16853 -1.2 0.9 -0.9
C -3.22627 -3.16846 -4.30779 -1.6 -1.7 1.5
C -3.62038 -4.65467 -4.71217 -0.1 -0.5 -1.5
O -4.93582 -5.06967 -4.42494 -0.5 1.2 1.8
H -4.42734 -4.46548 -2.07787 -0.1 0.0 0.0
H -5.17149 -2.96343 -2.53961 -0.1 0.1 0.3
H -4.39388 -3.11050 -0.93830 0.7 0.6 -0.2
H -2.06974 -1.11705 -3.02181 -0.4 0.0 -0.6
H -2.55726 -1.47176 -1.44028 -0.8 0.3 0.1
H -3.89933 -1.08235 -2.64886 0.4 0.5 0.2
H -2.05394 -3.68564 -1.09080 0.3 -0.3 -0.1
H -1.01305 -3.26225 -2.47668 0.0 -0.3 0.0
H -2.02577 -4.78929 -2.56758 0.4 0.0 0.4
H -2.30384 -2.75530 -4.71585 0.0 -0.5 -0.2
H -4.06768 -2.51536 -4.53930 0.1 0.0 -0.3
H -2.95265 -5.43365 -4.34418 0.5 0.4 0.4
H -3.61625 -4.81922 -5.78967 1.1 0.9 -0.3
H -5.32501 -5.64751 -5.08542 0.3 0.1 -0.3
C -2.78636 2.59330 -0.11777 0.9 0.3 1.1
N -2.96496 3.83305 -0.92160 -0.5 1.0 -1.2
C -2.44342 3.54028 -2.36081 -0.6 -0.6 1.3
C -4.50680 4.14471 -1.05944 1.1 0.8 0.9
C -2.07509 5.08907 -0.40771 -1.1 -0.4 -0.5
C -2.40193 5.66712 1.00107 -0.2 0.9 -1.6
O -2.37805 4.68247 1.95231 0.0 -1.8 0.9
H -2.69230 1.71043 -0.75007 -0.3 0.2 0.2
H -3.56278 2.49116 0.64042 -0.1 -0.1 -0.4
H -1.85740 2.77317 0.42333 0.1 -0.5 0.0
H -1.37769 3.33059 -2.26947 0.2 1.0 -0.2
H -2.83672 4.28943 -3.04797 0.7 0.2 0.1
H -2.77915 2.56071 -2.70114 -0.8 0.1 0.3
H -4.60078 5.16783 -1.42343 0.1 -0.4 -1.0
H -5.01692 4.27016 -0.10439 0.6 -0.7 0.5
H -4.98340 3.31858 -1.58712 0.2 0.3 -0.3
H -2.21445 5.82649 -1.19821 -0.5 0.3 0.3
H -1.01929 4.86830 -0.56477 -0.1 -0.9 0.5
H -3.33342 6.22924 0.93429 -0.4 -0.3 0.1
H -1.67675 6.42205 1.30485 0.5 0.3 -0.8
H -2.89916 4.90019 2.72860 -0.3 0.2 -0.1
C -2.17743 -1.68493 3.95086 -0.1 0.2 -0.6
N -3.09226 -2.76122 3.29796 1.3 1.6 1.9
C -4.48690 -2.09421 3.23312 1.5 -0.9 -0.8
C -2.62725 -3.14533 1.85217 -1.6 0.1 1.4
C -3.05184 -3.91168 4.32186 -1.8 0.3 0.3
C -1.84975 -4.81085 4.43998 0.2 -0.7 -0.2
O -1.70592 -5.61235 3.28162 0.3 0.0 -0.8
H -2.27315 -0.70992 3.47305 0.6 -0.5 -1.3
H -1.17907 -2.11937 4.00197 -0.1 0.6 -0.1
H -2.47712 -1.27705 4.91622 -0.6 -1.5 0.6
H -5.08833 -2.88864 2.79124 -0.6 0.7 0.0
H -4.23289 -1.25267 2.58861 -0.9 -0.1 -0.3
H -4.84381 -1.70709 4.18751 0.2 -0.5 0.1
H -1.55172 -3.32147 1.83470 -0.4 -0.1 0.1
H -2.96630 -2.39623 1.13663 0.4 0.6 0.4
H -3.28512 -3.98713 1.63612 0.7 -0.5 0.0
H -3.98472 -4.46571 4.21751 0.2 -0.6 -1.0
H -3.34731 -3.47673 5.27665 0.8 0.6 0.2
H -1.98093 -5.54176 5.23790 -0.4 0.7 0.6
H -0.89749 -4.32490 4.65248 -0.1 0.5 0.0
H -1.74783 -6.52973 3.56135 0.0 -0.1 -0.2
B -5.53427 -0.03040 -0.01607 -0.9 -0.9 0.4
F -5.43239 1.13489 0.70678 -0.2 0.9 1.3
F -6.43958 -1.01037 0.45832 0.5 0.7 0.2
F -5.83964 0.32690 -1.28790 -0.3 0.2 -2.1
F -4.25993 -0.60843 -0.01041 1.5 -0.9 0.1
```
Positions in Å, forces in eV/Å.

Properties
**Energy**: -153019.5125 eV
**Energy above the lowest of the compared OMol25 structures with the same formula, charge and spin**: 554.46 kJ/mol
**Net charge**: +5
**E_HOMO**: -19.39 eV


| no. | F_max (hartree/bohr) | orbital gap (eV) |
| --- | --- | --- |
| 1 | 0.029 | 8.6 |
| 2 | 0.125 | 8.3 |
| 3 | 0.105 | 9.2 |